1.
20
Properties=species:S:1:pos:R:3:forces:R:3 method="wB97M-V/def2-TZVPD" charge=0 relative_energy_kj_mol=345.6 homo_lumo_gap_ev=8.1
H -2.12796 0.52576 0.83187 -0.458 1.189 1.665
C 1.71543 -1.52915 -0.43401 0.535 1.416 -0.063
C -1.11798 -1.22883 0.46152 -3.603 -1.320 0.080
H -2.99160 -0.30873 -0.31852 -0.682 -0.594 -0.554
C -1.37271 0.78279 -1.01877 -0.501 -1.098 -0.804
O 0.67504 1.75708 0.73515 0.199 0.424 1.006
C 1.46866 0.80467 0.19973 -1.670 -1.733 0.451
O -1.66067 1.92928 -1.17786 0.323 1.267 -0.353
O 2.62421 1.10235 -0.35815 0.369 -0.440 -0.453
C 1.01935 -0.45715 0.35035 1.695 -0.572 -0.412
H 2.72570 -1.27229 -0.78575 0.174 0.420 0.215
H -0.72607 -1.95690 -0.30931 -0.727 0.911 0.845
C -1.99607 -0.07438 -0.00866 0.719 -0.650 -0.434
H -0.14927 0.05949 1.86097 -0.742 -0.834 -0.615
H 0.64281 2.66426 0.41958 0.367 -0.090 -0.600
H 2.60637 2.02567 -0.27416 1.116 2.382 -0.334
O 1.27027 -2.56381 -0.84846 -0.842 -0.953 0.338
H -0.71695 0.18983 -1.67513 0.464 0.464 -0.549
N -0.05477 -0.71758 1.19241 2.506 0.285 1.076
H -1.83379 -1.73235 1.15720 0.759 -0.473 -0.504

---

2.
21
Properties=species:S:1:pos:R:3:forces:R:3 method="wB97M-V/def2-TZVPD" charge=0 relative_energy_kj_mol=561.8 homo_lumo_gap_ev=10.6
O -1.96716 -1.83245 -0.55219 -5.691 0.001 -1.069
H -0.49466 0.51112 1.54558 1.121 0.942 -0.385
O 1.15248 -1.51374 -0.13658 1.692 -0.500 0.032
H -2.24864 1.20725 0.63650 -0.101 -0.084 -1.613
C 2.14257 -0.57159 -0.61785 0.756 -2.452 -1.003
H 0.96940 2.23883 0.18800 0.466 2.475 0.203
H -2.45324 0.56413 -1.19434 -0.364 0.212 0.674
C -1.49530 -0.86626 0.28667 0.847 0.305 0.222
H 2.61928 1.31171 -0.86240 -3.678 -1.765 -1.257
O -0.69945 1.44995 -0.84059 0.500 0.069 0.902
H 1.85907 -0.77733 1.47611 -0.595 1.341 0.961
O 1.44709 0.08591 1.79768 0.888 -1.387 -1.251
N 1.60812 0.71918 -1.02921 6.021 1.074 1.081
H -3.02838 -1.62308 -0.69084 3.993 -1.171 0.438
C -1.84526 0.70078 -0.29290 1.292 -0.670 1.771
O 3.29407 -0.98417 -0.75796 -3.132 1.720 0.398
H -0.11460 -0.55765 -1.06297 -0.422 1.255 -0.807
C 0.62236 1.33682 -0.16498 -2.050 -0.990 -0.460
C 0.40820 0.35777 0.89467 -2.484 0.644 2.463
H -1.73108 -1.02884 1.39790 -0.057 0.385 -1.458
C -0.04487 -0.72831 -0.02031 0.999 -1.404 0.158